No. 1
Density functional theory data (ωB97M-V/def2-TZVPD) for a structure of composition C35H51N2NaO5 at a distorted geometry.

Geometry as XYZ:
```
94
Properties=species:S:1:pos:R:3:mulliken_charge:R:1
Na 14.25892 -13.15599 2.83806 0.655
O 14.28440 -19.28633 2.36360 -0.736
O 12.37459 -12.55637 1.50352 -0.532
O 14.76382 -15.19521 1.92711 0.040
O 8.22034 -15.39170 5.76049 -0.781
O 12.13088 -13.63991 4.32059 -0.402
N 10.01620 -14.17329 4.92989 -0.331
N 10.22645 -12.84463 0.76907 -0.335
C 15.87680 -10.05508 5.94771 -2.226
C 18.86623 -14.26686 2.36773 -2.263
C 17.33190 -9.74469 -0.16230 -1.992
C 17.40987 -11.81503 6.41961 -1.888
C 15.13836 -16.20184 -1.57752 -0.435
C 16.33491 -10.96764 1.84005 0.197
C 14.10309 -18.05318 2.26811 0.016
C 14.58797 -18.12547 -0.23724 -0.980
C 9.28688 -13.16225 1.93732 -0.701
C 18.40188 -13.58291 3.60555 3.098
C 15.82883 -10.82032 3.11877 -1.177
C 9.45071 -15.14572 5.64218 0.342
C 11.84924 -15.51237 5.82493 0.091
C 14.80000 -15.96161 0.87640 -0.498
C 10.35531 -15.38433 1.98511 0.506
C 17.40182 -11.87546 1.88649 -0.889
C 15.99701 -10.04068 0.61822 2.578
C 9.04432 -14.64491 2.03109 -1.166
C 11.36368 -14.34074 4.94663 0.207
C 10.56300 -16.19289 6.16129 -0.571
C 14.73559 -17.55362 -1.45745 -0.720
C 14.48600 -17.38009 0.96584 0.579
C 17.51592 -12.40993 3.22267 -0.077
C 10.91084 -15.55466 0.49135 -1.619
C 15.06640 -10.89606 -0.31809 -1.181
C 11.58007 -13.20031 0.86588 -0.227
C 16.54785 -11.66204 4.02804 -0.469
C 13.32702 -17.31131 3.26136 -0.037
C 16.19329 -11.51106 5.50284 3.376
C 15.37274 -8.77956 1.04421 -1.985
C 11.90629 -14.44159 0.11759 1.272
C 19.72310 -13.06633 4.29560 -1.734
C 17.61905 -14.57775 4.43216 -1.229
C 15.19969 -15.43200 -0.42290 0.066
C 14.93509 -12.32903 5.86052 -2.148
H 20.62555 -13.68974 3.99417 0.375
H 17.97681 -14.63880 1.82532 0.272
H 19.84426 -12.94597 5.38230 0.282
H 15.30254 -15.89164 -2.61815 0.346
H 12.98617 -14.71037 0.27971 -1.317
H 11.11116 -14.82144 2.59797 -0.562
H 9.78076 -13.40716 0.04570 0.412
H 10.36358 -16.39887 7.20649 0.366
H 17.93075 -12.72863 6.26324 0.322
H 18.27670 -15.41772 4.84179 0.369
H 15.51972 -11.86910 -0.59401 0.035
H 11.71242 -14.04834 -0.92953 0.704
H 13.70887 -16.30989 3.47058 -0.191
H 17.90317 -12.34554 1.07290 0.153
H 14.42159 -8.94887 1.55520 0.336
H 16.86477 -15.03366 3.75614 -0.098
H 15.28987 -9.90005 3.46776 0.033
H 10.07871 -15.33216 -0.19547 0.517
H 8.45737 -15.07744 1.16090 0.456
H 12.33831 -15.09235 6.71302 0.329
H 17.13089 -9.23732 -1.12470 0.383
H 14.87186 -9.73723 5.78198 0.424
H 12.30277 -17.07716 2.87624 -0.119
H 14.54299 -18.13177 -2.28158 0.502
H 8.45345 -14.76998 2.98263 0.324
H 10.22284 -16.34599 2.39562 0.826
H 15.89005 -9.91519 7.10274 0.366
H 15.98892 -8.03937 1.64857 0.281
H 19.98661 -12.06933 3.90357 0.293
H 19.52451 -15.12526 2.59776 0.504
H 17.09561 -11.75507 7.46650 0.447
H 15.06104 -8.23922 0.12332 0.447
H 14.75181 -12.34127 6.94752 0.544
H 8.41629 -12.54276 1.68488 0.317
H 12.59194 -16.06423 5.21182 -0.158
H 14.94955 -13.41827 5.61288 0.075
H 17.24240 -14.11586 5.39078 0.182
H 11.37915 -16.48073 0.27341 0.587
H 15.48674 -14.42051 -0.52798 0.499
H 14.15657 -11.26121 0.22175 0.065
H 10.37316 -17.08466 5.50781 0.119
H 14.84534 -10.34576 -1.19760 0.578
H 13.20264 -17.86939 4.16365 0.577
H 14.38196 -19.16127 -0.31608 0.412
H 14.01702 -11.91858 5.42768 0.364
H 9.82089 -12.82007 2.83611 0.313
H 17.75344 -10.65120 -0.50338 0.397
H 18.16939 -10.99173 6.24275 0.295
H 19.31261 -13.56462 1.68785 0.375
H 16.59116 -9.40622 5.45007 0.469
H 18.01918 -9.19804 0.38753 0.478
```

ΔE to the lowest compared entry with this formula, charge and spin, kcal/mol: 33.47
HOMO level, eV: -1.5
Net charge: -2
2S+1: 1
Calculated total energy, hartree: -2012.33464
LUMO level, Eh: 0.1389


No. 2
Density functional theory data (ωB97M-V/def2-TZVPD) for a structure of composition C2H3BrFI at a distorted geometry.

Geometry as XYZ:
```
8
Properties=species:S:1:pos:R:3:mulliken_charge:R:1
I -1.24127 -1.55765 1.60133 0.166
Br 0.45228 1.32704 1.62325 -0.045
F -1.18196 1.05009 -0.90069 -0.255
C 0.08126 -0.19798 0.57744 -0.450
C -0.09607 0.19919 -0.86723 -0.320
H 1.59256 -1.01107 0.52801 0.285
H -0.31777 -0.73986 -1.31200 0.315
H 0.71096 0.93025 -1.25012 0.304
```

ΔE to the lowest compared entry with this formula, charge and spin, kcal/mol: 64.88
HOMO level, eV: -9.6
2S+1: 1
Calculated total energy, hartree: -3049.45997
LUMO level, Eh: -0.0143


No. 3
Density functional theory data (ωB97M-V/def2-TZVPD) for a cluster of 2 separate species, CH2BrNSi in total at a distorted geometry.

Geometry as XYZ:
```
6
Properties=species:S:1:pos:R:3:mulliken_charge:R:1
Br -0.09624 -2.70086 0.58241 -0.025
Si 0.32415 -0.58712 0.99139 0.631
N -0.79101 1.84946 -2.50710 -0.336
C -0.47346 1.28163 -1.54597 -0.347
H -0.63118 0.23598 1.71436 0.039
H 1.66774 -0.07908 0.76491 0.038
```

ΔE to the lowest compared entry with this formula, charge and spin, kcal/mol: 81.34
HOMO level, eV: -9.6
2S+1: 1
Calculated total energy, hartree: -2957.44908
LUMO level, Eh: -0.0918


No. 4
Density functional theory data (ωB97M-V/def2-TZVPD) for a structure of composition C25H30N4O8P2S4SeTa at a distorted geometry.

Geometry as XYZ:
```
75
Properties=species:S:1:pos:R:3:mulliken_charge:R:1
Ta 0.13869 1.65916 1.96623 -0.577
Se -2.53471 1.96966 1.81933 -0.054
S 0.70829 0.95076 5.54313 -0.084
S 2.45769 1.75936 4.85033 -0.088
S -0.58351 2.02546 4.38103 -0.019
S 2.38289 1.08776 2.91773 -0.141
P 0.63909 2.58106 -0.56697 0.132
P 0.62499 4.70466 1.44243 0.903
O 0.34779 6.08826 1.79993 -0.768
O 1.57839 2.17986 0.53213 -0.364
O 2.13739 4.29726 1.86573 -0.467
O -0.46541 -0.36434 2.57903 -0.742
O -0.68571 1.92846 -0.53007 0.840
O 0.64919 -0.20084 0.76413 0.316
O -0.25121 3.55636 1.93593 -0.290
O 1.35439 2.48376 -1.98977 -0.721
N 2.00679 4.87386 -0.88087 -0.108
N -3.12231 -0.79624 2.07963 0.346
N -3.29311 -0.12694 0.00293 0.413
N 1.78909 -2.59884 -0.29547 0.165
C 0.81139 -0.06444 -3.42337 -0.799
C -3.36181 -1.92374 1.33553 0.340
C -3.74031 -3.73674 -0.69127 -0.741
C 0.22919 -2.41974 1.60193 0.880
C -0.43141 -3.11204 2.63093 -1.289
C 3.86809 -1.24774 -1.49547 -2.133
C 1.04749 -3.15294 0.71083 0.477
C 0.09369 -1.50494 -1.64567 -0.543
C 2.45919 -1.04214 -1.96647 1.776
C -3.45781 -1.49504 -0.00187 0.940
C 1.19719 -4.53394 0.92293 -0.914
C -0.20511 -0.68694 -2.71527 -0.380
C -3.03851 0.27046 1.26093 -0.629
C 3.23169 0.42636 -3.85967 -2.157
C -3.65141 -2.40104 -1.03497 -0.734
C 0.53659 -5.18654 1.93383 -0.726
C -3.67711 -4.15554 0.63783 -0.707
C 0.67199 4.42896 -0.39787 0.038
C -3.39881 0.74276 -1.13607 -0.975
C 1.42329 -1.68664 -1.27757 -1.122
C -0.30231 -4.47014 2.78523 -1.006
C 0.13869 -0.96744 1.61783 1.554
C -3.50101 -3.25994 1.67433 -0.751
C 2.14909 -0.24394 -3.06537 1.158
C -0.43071 5.20676 -1.06477 -1.756
H 4.26599 -2.19784 -1.85837 0.366
H 2.59559 -3.15194 -0.55277 0.418
H -0.33211 6.26846 -0.82917 0.476
H 1.84429 -5.08764 0.25803 0.481
H -0.67791 -2.03844 -1.10997 0.797
H -3.75181 1.71896 -0.79927 0.327
H 2.81339 0.95666 -4.71137 0.333
H -0.82811 -4.98564 3.57263 0.485
H 0.56819 0.52876 -4.29437 0.371
H 0.65869 -6.25384 2.05343 0.445
H -0.44201 5.05756 -2.14437 0.434
H 2.40739 4.85316 2.60403 0.298
H 3.89419 -1.25194 -0.40667 0.411
H 2.16909 4.51406 -1.83347 0.364
H 2.06889 5.90136 -0.84427 0.365
H -2.96611 -0.72844 3.07483 0.359
H -1.39191 4.87666 -0.67167 0.345
H 3.77439 1.13986 -3.23947 0.397
H 1.25229 1.59866 -2.38717 -0.061
H 3.94489 -0.30774 -4.23057 0.467
H 2.69959 4.45236 -0.23927 0.409
H -2.42201 0.87616 -1.60457 0.195
H -4.11051 0.31826 -1.84187 0.442
H 4.52439 -0.46004 -1.84937 0.510
H -3.47991 -3.57334 2.70363 0.514
H -1.03101 -2.54014 3.32123 0.729
H -3.72031 -2.08264 -2.06197 0.418
H -3.86701 -4.47354 -1.46777 0.439
H -3.76951 -5.20564 0.86233 0.434
H -1.23101 -0.56424 -3.02517 0.540
```

HOMO level, eV: -9.8
Net charge: +1
2S+1: 1
Calculated total energy, hartree: -6525.76263
LUMO level, Eh: -0.1245